{
  "formula": "C7H15IN5",
  "method": "ωB97M-V/def2-TZVPD",
  "charge": 1,
  "lumo_energy_ev": -5.69,
  "elements": ["C", "C", "C", "C", "C", "C", "C", "N", "N", "N", "N", "N", "I", "H", "H", "H", "H", "H", "H", "H", "H", "H", "H", "H", "H", "H", "H", "H"],
  "positions_angstrom": [[1.1657, -1.0708, 0.6464], [0.6181, 1.1797, 0.9221], [1.5411, 0.1724, 1.4021], [-0.8550, 2.2377, -1.5120], [0.0603, -2.9357, -0.0636], [-0.0099, 3.0208, -0.5149], [1.0000, -2.5200, -1.2390], [0.1995, -1.9107, 1.0196], [0.9349, 2.1022, 0.0448], [-0.6756, 1.1123, 1.5118], [1.6665, -1.3108, -0.5979], [-1.3790, 0.1273, 1.8372], [-3.5069, -0.3854, -0.1589], [1.3914, -0.0654, 2.4377], [2.6417, 0.4192, 1.2050], [-1.6166, 1.6996, -1.0324], [-1.2593, 2.9198, -2.1106], [-0.2172, 1.4839, -2.1223], [-0.9660, -3.0064, -0.3467], [0.3915, -3.7877, 0.3753], [-0.8448, -0.8219, 1.6152], [-0.5745, 3.5977, 0.3506], [0.4785, 3.8755, -1.0820], [1.7503, -3.3622, -1.5063], [0.4779, -2.3315, -2.2316], [-1.2126, 1.9566, 1.3577], [2.4268, -1.0713, -1.1630], [-3.6266, -1.3250, 0.9557]],
  "atomic_forces_ev_per_a": [[-0.943, -2.332, -1.230], [1.245, 3.556, -2.415], [2.372, -1.374, -0.546], [3.003, -2.509, 0.960], [0.133, 2.806, -0.683], [-0.435, 1.858, 0.873], [0.293, -0.699, 0.128], [1.655, 2.013, -1.095], [-0.026, -2.516, 2.524], [-2.015, -0.762, -0.683], [-2.002, -2.417, -0.844], [0.905, 0.620, -0.129], [0.134, 2.419, -3.373], [0.051, 0.161, 0.675], [-1.732, -0.086, 0.279], [-1.091, -0.909, 0.693], [-1.893, 2.521, -2.890], [-0.929, 1.439, 1.050], [-0.678, -0.180, -0.214], [0.687, -2.901, 1.008], [0.245, 0.215, 0.467], [0.473, -1.178, -1.675], [-0.014, -1.299, 0.876], [-0.946, 1.514, 0.768], [0.502, 0.405, 1.398], [-0.185, 0.715, 0.655], [1.586, 1.538, 0.269], [-0.396, -2.618, 3.152]]
}

***

{
  "formula": "C7H15N",
  "method": "ωB97M-V/def2-TZVPD",
  "lumo_energy_ev": 0.96,
  "smiles": "CC[C@H](C)/C(C)=N/C",
  "elements": ["C", "C", "C", "C", "C", "C", "N", "C", "H", "H", "H", "H", "H", "H", "H", "H", "H", "H", "H", "H", "H", "H", "H"],
  "positions_angstrom": [[-2.4588, 0.4221, -0.2400], [-1.3771, -0.1046, -1.1549], [0.1277, -1.0618, -0.6497], [-0.4133, -2.1164, 0.2980], [0.9370, -0.0044, -0.0088], [2.4096, 0.1227, -0.3266], [0.2635, 0.9141, 0.6120], [0.9417, 1.9450, 1.3790], [-2.6989, -0.2768, 0.5653], [-2.1961, 1.3852, 0.2013], [-3.3757, 0.5953, -0.8171], [-1.0130, 0.6649, -1.8351], [-1.7982, -0.9327, -1.7281], [0.6592, -1.5249, -1.4857], [-0.8920, -1.6620, 1.1697], [-1.1540, -2.7563, -0.1968], [0.3885, -2.7689, 0.6643], [2.6067, 1.0337, -0.8973], [2.9935, 0.1655, 0.5966], [2.7583, -0.7363, -0.9037], [0.1827, 2.5156, 1.9223], [1.4667, 2.6446, 0.7195], [1.6417, 1.5363, 2.1158]],
  "atomic_forces_ev_per_a": [[0.243, 0.208, 0.571], [2.107, -2.667, -0.888], [-3.352, 1.976, 0.114], [0.220, -0.356, 0.224], [-0.450, 2.398, 0.370], [0.073, -0.551, 0.478], [1.201, -1.471, 0.343], [-0.149, 0.045, -0.334], [-0.011, 0.075, -0.031], [0.100, -0.239, 0.072], [0.140, -0.236, -0.076], [0.052, -0.092, 0.035], [-0.266, 0.259, -0.433], [-0.477, 0.264, -0.249], [0.100, 0.057, -0.145], [0.151, 0.128, 0.002], [-0.082, 0.007, 0.004], [-0.077, -0.017, 0.077], [0.082, 0.094, -0.071], [0.021, 0.115, 0.035], [0.141, -0.047, -0.057], [0.160, 0.016, 0.085], [0.072, 0.032, -0.125]]
}

***

{
  "formula": "C7H15N",
  "method": "ωB97M-V/def2-TZVPD",
  "lumo_energy_ev": 1.00,
  "smiles": "C=C(CC)C(C)(C)N",
  "elements": ["C", "C", "C", "C", "C", "C", "C", "N", "H", "H", "H", "H", "H", "H", "H", "H", "H", "H", "H", "H", "H", "H", "H"],
  "positions_angstrom": [[-0.6013, 0.7758, 1.7417], [0.1231, 0.3765, 0.6738], [1.4940, -0.2010, 0.9136], [1.4377, -1.6879, 1.2716], [-0.4650, 0.4018, -0.7229], [-1.9925, 0.2993, -0.7307], [0.1303, -0.5984, -1.7081], [0.0692, 1.7658, -1.0875], [-1.5774, 1.2142, 1.6598], [-0.1801, 0.7431, 2.7313], [2.1238, -0.0511, 0.0381], [1.9529, 0.3354, 1.7471], [0.9921, -2.2676, 0.4680], [2.4422, -2.0675, 1.4553], [0.8432, -1.8375, 2.1713], [-2.3125, -0.4930, -0.0560], [-2.3646, 0.1038, -1.7397], [-2.4453, 1.2323, -0.3852], [-0.1389, -1.6050, -1.4198], [-0.2713, -0.4080, -2.7102], [1.2077, -0.5139, -1.7820], [-0.1942, 1.9770, -2.0458], [-0.2728, 2.5061, -0.4837]],
  "atomic_forces_ev_per_a": [[0.858, -0.090, -1.076], [-1.067, -1.082, 1.743], [-0.017, 0.070, 0.026], [0.102, 0.141, -0.039], [0.755, 1.803, 0.285], [0.040, 0.236, 0.028], [-0.140, 0.311, -0.036], [-0.295, -0.530, -1.156], [-0.386, -0.110, -0.056], [0.202, 0.091, 0.218], [0.083, 0.073, 0.033], [0.043, 0.033, -0.099], [-0.042, -0.131, -0.058], [0.031, -0.089, -0.008], [-0.040, -0.022, 0.024], [-0.114, -0.131, -0.127], [0.028, -0.003, 0.075], [0.028, -0.106, -0.011], [-0.067, -0.325, -0.024], [-0.039, -0.027, 0.154], [0.158, -0.014, 0.096], [0.042, 0.204, -0.008], [-0.163, -0.302, 0.017]]
}

***

{
  "formula": "C7H15N",
  "method": "ωB97M-V/def2-TZVPD",
  "lumo_energy_ev": 0.99,
  "smiles": "CCCC/C=C(/C)N",
  "elements": ["C", "C", "C", "C", "C", "C", "C", "N", "H", "H", "H", "H", "H", "H", "H", "H", "H", "H", "H", "H", "H", "H", "H"],
  "positions_angstrom": [[-0.3585, 1.9084, -2.5488], [0.1713, 0.5538, -2.6722], [0.7451, -0.3035, -1.5247], [0.2628, 0.3791, -0.1136], [0.4512, -0.6250, 1.0091], [-0.1794, -0.7627, 2.1531], [0.3566, -1.6171, 3.2974], [-1.5712, -0.3501, 2.2249], [-0.5213, 2.4510, -3.4843], [0.5043, 2.4352, -1.9363], [-1.3266, 1.9651, -2.0052], [-0.7031, -0.0737, -3.1289], [0.8724, 0.3893, -3.6174], [0.1986, -1.2130, -1.6603], [1.8126, -0.5071, -1.5359], [0.8565, 1.4085, -0.1399], [-0.7376, 0.6017, -0.4731], [1.3349, -1.3142, 0.8530], [-0.3839, -2.1962, 3.9543], [1.0874, -2.3173, 2.9868], [0.8702, -0.8838, 3.9879], [-1.9944, -0.1068, 1.3987], [-1.7481, 0.1785, 2.9757]],
  "atomic_forces_ev_per_a": [[1.616, 2.674, 2.118], [-0.116, -4.273, -4.785], [-1.211, 1.805, 1.607], [1.570, -0.307, -2.825], [2.610, 0.191, -1.351], [-2.880, -1.172, 0.107], [-1.137, 1.370, 1.851], [3.584, -3.168, -0.033], [0.309, -0.308, 0.027], [-2.093, -0.035, -1.121], [0.787, -0.001, -0.053], [1.102, 0.785, 0.956], [-0.923, 0.971, 1.892], [0.131, -0.932, 0.478], [0.090, 0.262, -0.146], [-1.175, -2.180, 0.987], [-0.499, 0.228, 1.145], [-0.719, 1.097, 0.291], [0.620, 1.038, -1.274], [0.811, -0.538, -0.577], [-0.377, -0.879, -0.440], [-0.798, 0.937, -2.035], [-1.299, 2.433, 3.181]]
}

***

{
  "formula": "C7H15N",
  "method": "ωB97M-V/def2-TZVPD",
  "lumo_energy_ev": 1.03,
  "smiles": "CCCC/C=C(/C)N",
  "elements": ["C", "C", "C", "C", "C", "C", "C", "N", "H", "H", "H", "H", "H", "H", "H", "H", "H", "H", "H", "H", "H", "H", "H"],
  "positions_angstrom": [[-1.7292, 0.1096, -3.1503], [-0.1172, 0.2813, -2.5654], [-0.0595, 1.3280, -1.4230], [-0.5304, 0.6729, -0.0739], [0.4334, -0.3675, 0.5102], [0.5829, -0.6451, 1.8882], [1.7774, -1.4236, 2.3398], [-0.2386, -0.0609, 2.8276], [-1.8601, -0.9192, -3.5540], [-1.7383, 0.7218, -3.9393], [-2.3927, 0.2638, -2.3288], [0.1846, -0.5938, -1.9199], [0.5785, 0.6132, -3.4928], [1.0222, 1.5845, -1.1727], [-0.5707, 2.1590, -1.8210], [-0.5099, 1.5903, 0.6537], [-1.6216, 0.1401, -0.2015], [1.4177, -0.5722, -0.1322], [2.0418, -2.1163, 1.5324], [2.7428, -0.6424, 2.3965], [1.8044, -1.9504, 3.2446], [-0.5844, 0.8721, 2.4608], [-0.9893, -0.4574, 3.3273]],
  "atomic_forces_ev_per_a": [[4.166, -3.338, 2.937], [-0.902, -0.030, -0.599], [1.822, -2.118, 0.349], [-1.752, 0.551, 0.443], [2.796, 0.241, 1.282], [-0.460, -0.106, -3.450], [3.024, 2.206, -2.012], [-0.233, 3.657, -0.628], [0.112, 0.578, 0.460], [-0.776, 2.769, -2.704], [-0.628, 0.442, 0.189], [0.039, 0.019, -2.049], [-1.446, -1.261, 2.294], [-1.173, 0.013, -0.748], [-0.811, 1.477, 0.558], [-0.820, -1.652, -0.956], [2.376, 1.721, 0.555], [-2.323, 0.115, 1.301], [0.085, 0.068, 0.252], [-2.442, -1.901, -0.007], [-0.626, -0.538, 1.415], [0.395, -1.648, 0.647], [-0.424, -1.264, 0.471]]
}

***

{
  "formula": "C7H15N",
  "method": "ωB97M-V/def2-TZVPD",
  "lumo_energy_ev": 1.14,
  "smiles": "CCC/C=C/NCC",
  "elements": ["C", "C", "C", "C", "C", "N", "C", "C", "H", "H", "H", "H", "H", "H", "H", "H", "H", "H", "H", "H", "H", "H", "H"],
  "positions_angstrom": [[-2.6238, -1.4279, 1.0056], [-1.2307, -1.7643, 1.5300], [-0.0570, -1.9536, 0.6160], [0.9089, -0.8029, 0.5399], [0.4298, 0.2270, -0.0929], [0.9412, 1.5221, 0.1131], [0.5289, 2.3481, -1.1013], [1.3388, 1.8147, -2.3100], [-2.9367, -2.1147, 0.4002], [-3.4140, -1.3365, 1.7299], [-2.5259, -0.4882, 0.5304], [-1.0652, -0.9180, 2.1244], [-1.1826, -2.5460, 2.2498], [0.3931, -2.9327, 0.9932], [-0.4502, -2.2502, -0.3750], [1.9191, -0.8422, 0.7785], [-0.4274, 0.1034, -0.7714], [1.9730, 1.5921, 0.1233], [-0.4942, 2.2576, -1.4084], [0.9074, 3.2282, -0.6727], [1.7996, 0.8744, -1.9108], [2.3548, 2.3895, -2.4856], [0.7905, 1.6817, -3.2210]],
  "atomic_forces_ev_per_a": [[2.161, 2.244, 2.825], [-0.955, 0.619, 1.147], [0.806, -2.867, -0.585], [-1.848, -2.190, -0.968], [0.373, 1.438, 0.341], [-1.360, 0.325, -2.407], [2.571, -1.669, 0.291], [3.344, 0.632, 1.321], [-1.893, -3.961, -4.121], [0.080, 0.128, 0.875], [-0.219, 1.011, -0.848], [0.901, 1.369, 1.128], [-0.690, -0.987, 0.503], [0.073, 1.346, -0.692], [0.313, 0.309, 0.039], [1.480, -0.096, 1.397], [-0.040, 0.520, 0.778], [-0.756, -0.420, 0.341], [-0.751, 0.376, 0.913], [-0.444, 2.305, -0.777], [-0.817, 0.171, -1.039], [-2.223, -0.509, -0.005], [-0.107, -0.095, -0.456]]
}

***

What HOMO values result from the calculations? In sequence: -12.4508, -8.8187, -9.0432, -8.2155, -8.0806, -7.9754 eV.
What frontier orbital gap values result from the calculations? In sequence: 6.8, 9.8, 10.0, 9.2, 9.1, 9.1 eV.
What total energy values result from the calculations? In sequence: -23042.6114, -8990.6806, -8991.7922, -8989.8636, -8989.2189, -8989.2625 eV.